17
Properties=species:S:1:pos:R:3:nbo_charge:R:1 method="wB97M-V/def2-TZVPD" lumo_ev=-3.2 e_tot_ev=-10347.9934 homo_lumo_gap_ev=10.67 total_charge=+1
C -3.96329 -1.59613 0.06558 -0.41
C -1.68916 -0.40451 -0.16396 0.86
C 1.52995 2.09497 0.08880 0.00
C 1.11979 1.12642 0.85294 0.07
C 3.19552 0.06132 -0.16077 -0.42
N -2.75886 -0.81025 0.02760 -0.45
N 1.88012 0.73443 -0.29040 -0.38
O -0.60017 -0.00061 -0.36632 -0.67
H -4.16373 -1.77509 -0.95204 0.23
H -3.93172 -2.50519 0.63357 0.24
H -4.63636 -0.77667 0.42137 0.24
H 1.59443 3.05262 -0.35678 0.28
H 0.64229 0.77164 1.72068 0.27
H 3.33096 -0.88482 -0.72882 0.25
H 4.00607 0.68739 -0.52432 0.24
H 3.24382 -0.16819 0.81944 0.22
H 1.20032 0.39268 -1.08656 0.45

17
Properties=species:S:1:pos:R:3:nbo_charge:R:1 method="wB97M-V/def2-TZVPD" lumo_ev="-5.0 / -5.1" e_tot_ev=-10347.3259 homo_lumo_gap_ev="8.58 / 8.58" total_charge=+1
C -2.56595 0.72023 1.95612 -0.56
C -1.00717 0.43817 1.85574 -0.61
C -0.70586 -0.09020 0.61444 0.69
N -0.55671 -0.35898 -0.52536 -0.28
C 0.32996 -0.58649 -1.45929 0.01
N 1.63317 -0.38123 -1.12443 0.21
C 2.57153 -0.49348 -2.25166 -0.46
O 1.95704 -0.02878 -0.00610 -0.35
H -2.91695 1.60625 1.48922 0.24
H -2.93505 0.86402 2.98781 0.26
H -2.89089 -0.15942 1.53206 0.21
H -0.72285 -0.14228 2.83184 0.32
H -0.45345 1.42105 2.07147 0.32
H -0.01644 -1.10155 -2.30624 0.24
H 2.03192 -1.30042 -2.86551 0.23
H 2.69977 0.46588 -2.89449 0.27
H 3.54792 -0.87276 -1.90565 0.26